Record 1
C13H21IN2O5P | ωB97M-V/def2-TZVPD

## Properties
- molar mass (g/mol) = 443.20
- gap between HOMO and LUMO (eV) = 5.9434
- SMILES = N=[PH2]c1cc(C(=O)OCCCI)cc[n+]1COCOCCO
- charge = +1
- electronic energy (eV) = -44406.2833

Each line ends with the Mulliken charge.
Atoms and positions in Å:
N -1.040 0.147 3.691  -0.698
P -0.647 -0.734 2.354  0.357
C 0.297 0.471 1.188  0.358
C 1.962 0.315 1.202  -0.513
C 2.828 1.297 0.215  0.502
C 4.490 1.134 0.165  0.143
O 5.348 2.154 0.258  -0.439
O 4.963 -0.274 -0.048  -0.344
C 4.737 -0.688 -1.442  -0.409
C 3.476 -1.710 -1.670  -0.191
C 3.835 -2.910 -2.778  -0.866
I 2.268 -3.208 -4.281  0.042
C 2.011 2.400 -0.681  -0.625
C 0.376 2.417 -0.569  0.077
N -0.452 1.472 0.326  0.350
C -1.954 1.632 0.239  -0.462
O -2.643 1.787 1.529  -0.283
C -4.092 1.985 1.372  -0.301
O -4.770 0.992 0.524  -0.336
C -4.581 -0.384 1.008  -0.073
C -4.064 -1.442 -0.165  -0.393
O -4.327 -0.934 -1.549  -0.491
H -2.077 0.142 3.827  0.266
H 0.186 -1.834 2.843  0.165
H -1.867 -1.263 1.799  0.026
H 2.459 -0.501 1.906  0.317
H 5.708 -1.257 -1.837  0.347
H 4.550 0.259 -2.133  0.248
H 3.108 -2.268 -0.709  0.191
H 2.550 -1.090 -2.096  0.252
H 3.995 -3.965 -2.245  0.370
H 4.866 -2.672 -3.316  0.363
H 2.534 3.167 -1.412  0.367
H -0.206 3.219 -1.229  0.327
H -2.353 0.747 -0.429  0.324
H -2.184 2.627 -0.379  0.258
H -4.328 3.109 1.046  0.282
H -4.570 1.883 2.457  0.301
H -3.912 -0.458 1.987  0.090
H -5.659 -0.778 1.327  0.317
H -4.501 -2.538 -0.011  0.328
H -2.881 -1.575 -0.105  0.138
H -3.426 -0.993 -2.027  0.317

=====

Record 2
C48H45FN5O4Y | ωB97M-V/def2-TZVPD

## Properties
- molar mass (g/mol) = 863.82
- gap between HOMO and LUMO (eV) = 5.9673
- charge = -2
- electronic energy (eV) = -69910.8675

Each line ends with the Mulliken charge.
Atoms and positions in Å:
Y -0.106 -0.290 0.446  -1.022
C -4.468 0.084 1.497  -0.412
C -4.590 0.803 0.151  -1.335
C -3.296 0.827 -0.680  -0.590
N -2.164 1.305 0.081  1.289
C -1.923 2.586 0.183  0.193
C -2.493 3.603 -0.633  -0.559
C -2.625 4.956 -0.444  -0.669
C -2.366 5.708 0.696  -0.476
C -1.716 5.247 1.830  -0.657
C -1.028 4.070 2.018  -0.951
C -0.872 2.929 1.181  1.206
N 0.102 2.064 1.283  1.207
C 1.182 2.326 2.211  -1.620
C 0.884 1.687 3.575  -0.419
C 1.098 0.164 3.566  -1.445
N 0.022 -0.553 2.913  0.138
C -0.970 -1.007 3.632  1.609
C -1.206 -0.635 4.988  -1.034
C -1.990 -1.188 5.974  -0.671
C -2.704 -2.378 5.973  -0.621
C -2.904 -3.191 4.866  -0.418
C -2.625 -2.929 3.546  -0.716
C -1.951 -1.855 2.904  0.247
N -2.075 -1.579 1.627  0.758
C -3.225 -2.098 0.915  -0.747
C -4.525 -1.446 1.427  -0.884
H -5.284 0.430 2.143  0.368
H -3.525 0.375 1.961  0.012
H -4.893 1.839 0.337  0.428
H -5.369 0.319 -0.448  0.528
H -3.495 1.419 -1.584  0.746
H -3.066 -0.184 -1.010  -0.824
H -2.864 3.245 -1.587  0.286
H -3.080 5.505 -1.266  0.340
H -2.703 6.741 0.694  0.300
H -1.672 5.945 2.664  0.306
H -0.535 3.991 2.980  0.181
H 1.355 3.408 2.331  0.709
H 2.094 1.877 1.806  0.028
H -0.157 1.904 3.833  0.482
H 1.534 2.137 4.332  0.378
H 1.222 -0.189 4.601  0.655
H 2.022 -0.065 3.025  0.111
H -0.717 0.287 5.279  0.144
H -2.002 -0.639 6.914  0.328
H -3.155 -2.688 6.911  0.284
H -3.426 -4.127 5.056  0.309
H -2.967 -3.696 2.859  0.294
H -3.333 -3.193 0.999  0.442
H -3.101 -1.886 -0.147  -0.388
H -4.716 -1.825 2.437  0.352
H -5.361 -1.759 0.793  0.592
F 3.876 -5.205 -0.956  -0.420
C 2.895 -4.270 -0.707  0.487
C 2.544 -3.380 -1.697  -0.799
C 1.563 -2.440 -1.421  0.224
C 0.911 -2.324 -0.176  0.454
C 1.328 -3.272 0.775  -0.027
C 2.294 -4.239 0.530  -0.915
H 3.056 -3.398 -2.651  0.436
H 1.320 -1.748 -2.219  0.108
H 0.896 -3.248 1.772  0.241
H 2.612 -4.936 1.295  0.396
O 3.803 -0.871 1.794  -0.823
C 3.412 -0.395 0.727  -0.406
O 2.276 0.102 0.493  0.829
C 4.395 -0.317 -0.451  -0.362
C 4.094 0.555 -1.487  0.462
C 4.931 0.711 -2.584  -1.230
C 6.074 -0.053 -2.600  1.159
O 7.084 -0.098 -3.555  -0.539
C 7.900 -1.175 -3.169  -0.253
O 7.583 -1.579 -1.865  -0.512
C 6.374 -0.947 -1.575  0.843
C 5.558 -1.091 -0.480  -0.937
H 3.176 1.118 -1.424  0.008
H 4.690 1.397 -3.381  0.436
H 8.958 -0.871 -3.220  0.206
H 7.733 -2.015 -3.875  0.241
H 5.774 -1.764 0.332  0.485
C -3.385 -1.836 -4.227  -0.777
C -2.750 -2.461 -3.162  -0.471
C -1.771 -1.819 -2.437  -0.257
C -1.351 -0.512 -2.768  -0.639
C -2.015 0.106 -3.852  -0.211
C -3.009 -0.539 -4.551  -0.727
N -0.402 0.133 -2.032  1.885
C 0.444 0.980 -2.693  0.007
C 0.861 0.728 -4.019  -0.265
C 1.772 1.537 -4.658  -0.583
C 2.314 2.638 -4.008  -0.893
C 1.925 2.900 -2.702  -0.053
C 1.015 2.095 -2.051  -1.471
H -4.156 -2.350 -4.788  0.357
H -3.022 -3.478 -2.900  0.391
H -1.282 -2.322 -1.611  0.236
H -1.738 1.118 -4.120  0.494
H -3.494 -0.034 -5.380  0.358
H 0.469 -0.143 -4.532  0.472
H 2.074 1.303 -5.674  0.317
H 3.037 3.272 -4.506  0.344
H 2.349 3.748 -2.177  0.351
H 0.736 2.302 -1.026  0.551

=====

Record 3
CH5NS | ωB97M-V/def2-TZVPD

## Properties
- molar mass (g/mol) = 63.12
- gap between HOMO and LUMO (eV) = 10.6192
- SMILES = C=N.S
- relative energy (zero: lowest compared OMol25 entry of this formula, charge and spin) (kJ/mol) = 46.7
- charge = 0
- electronic energy (eV) = -13442.2094

Each line ends with the Mulliken charge.
Atoms and positions in Å:
S -0.771 1.417 2.090  -0.270
H 0.144 0.831 1.310  0.130
C 0.953 -1.102 -2.003  -0.234
N 0.824 -2.280 -2.450  -0.464
H 0.116 -0.394 -2.051  0.189
H 1.831 -0.788 -1.449  0.259
H -1.084 2.389 1.232  0.140
H 0.036 -2.335 -3.094  0.252

=====

Record 4
C7H5F6N | ωB97M-V/def2-TZVPD

## Properties
- molar mass (g/mol) = 217.11
- gap between HOMO and LUMO (alpha / beta) (eV) = 8.7328 / 8.7319
- SMILES = CCC(C#N)=C(C(F)(F)F)C(F)(F)F
- charge = 0
- electronic energy (eV) = -25132.6385

Each line ends with the Mulliken charge.
Atoms and positions in Å:
C 0.060 -0.771 1.824  -0.256
C 0.026 -0.142 0.557  0.938
C -0.911 -0.582 -0.622  -0.336
C 1.787 1.582 1.522  -1.276
C 1.130 0.900 0.330  -0.587
C -0.615 0.063 -1.900  1.046
C -1.778 -1.824 -0.558  0.718
N -0.108 -1.255 2.863  -0.430
F -1.360 -0.260 -2.937  -0.275
F 0.652 -0.148 -2.247  -0.251
F -0.831 1.389 -1.816  -0.274
F -1.606 -2.622 0.478  -0.247
F -1.452 -2.561 -1.641  -0.270
F -3.091 -1.476 -0.634  -0.256
H 1.121 2.353 1.828  0.331
H 2.595 2.270 1.090  0.334
H 1.963 0.763 2.181  0.419
H 0.557 1.757 0.060  0.303
H 1.860 0.564 -0.378  0.371